No. 1
Density functional theory data (ωB97M-V/def2-TZVPD) for a molecular structure, C29H44As2MnNOSSb.

Each line ends with the Mulliken charge.
Geometry (Å):
Mn (0.0213, -0.4607, -0.0043)  0.68
C (0.1459, 2.7180, 2.3314)  -0.70
As (0.7933, 2.0998, 0.6025)  0.93
C (2.7278, 2.2593, 0.8424)  -1.24
C (0.3482, 3.6422, -0.5012)  -0.25
C (1.2754, 4.6562, -0.7286)  -0.52
C (0.9677, 5.7246, -1.5564)  -0.69
C (-0.2782, 5.7861, -2.1621)  -0.76
C (-1.2127, 4.7916, -1.9184)  -0.33
C (-0.9210, 3.7140, -1.0862)  0.30
As (-2.2766, 2.3470, -0.6671)  0.46
C (-3.3576, 2.4496, -2.2922)  -1.46
C (-3.4259, 3.5214, 0.4187)  -1.18
H (0.6518, 3.6380, 2.6213)  0.41
H (0.3103, 1.9338, 3.0688)  0.10
H (-0.9257, 2.8964, 2.2580)  0.06
H (3.1926, 2.6852, -0.0448)  0.45
H (3.1073, 1.2466, 0.9686)  0.13
H (2.9807, 2.8639, 1.7125)  0.39
H (2.2517, 4.6204, -0.2615)  0.38
H (1.7000, 6.5028, -1.7289)  0.39
H (-0.5252, 6.6102, -2.8194)  0.40
H (-2.1849, 4.8597, -2.3908)  0.28
H (-4.1462, 1.7030, -2.2066)  0.43
H (-2.7399, 2.1915, -3.1491)  0.40
H (-3.8081, 3.4344, -2.4141)  0.51
H (-3.6210, 4.4559, -0.1073)  0.36
H (-2.9590, 3.7414, 1.3779)  0.31
H (-4.3684, 3.0059, 0.6038)  0.41
C (-0.5855, -0.8926, 1.9485)  -0.56
C (-0.7471, -0.9858, 3.1545)  0.18
C (-0.9247, -1.1038, 4.5740)  0.31
C (-1.9028, -1.9479, 5.1066)  -0.44
C (-2.0610, -2.0633, 6.4777)  -0.52
C (-1.2484, -1.3415, 7.3421)  -0.44
C (-0.2740, -0.4997, 6.8246)  -0.62
C (-0.1128, -0.3811, 5.4534)  -0.17
H (-2.5342, -2.5086, 4.4303)  0.45
H (-2.8241, -2.7205, 6.8747)  0.38
H (-1.3755, -1.4334, 8.4128)  0.38
H (0.3616, 0.0691, 7.4912)  0.38
H (0.6444, 0.2798, 5.0492)  0.36
C (2.0854, -5.5007, -3.1674)  -1.31
Sb (1.4915, -3.4682, -2.7272)  0.56
C (0.1741, -4.1151, -1.1473)  -1.29
C (0.0307, -3.4235, -4.2890)  -1.17
H (1.2081, -6.1401, -3.2687)  0.37
H (2.7173, -5.8918, -2.3687)  0.34
H (2.6529, -5.5270, -4.0977)  0.35
H (0.7110, -4.7977, -0.4870)  0.45
H (-0.6806, -4.6397, -1.5743)  0.47
H (-0.1929, -3.2754, -0.5575)  0.08
H (0.4733, -3.8552, -5.1873)  0.48
H (-0.2766, -2.4005, -4.4832)  0.22
H (-0.8376, -4.0146, -3.9976)  0.35
C (4.0142, -2.8234, 0.5239)  -1.05
S (2.3752, -2.3601, 1.0618)  0.54
C (2.8042, -1.6897, 2.6609)  -0.70
O (2.0563, -1.1569, 0.1902)  -0.24
H (4.6587, -1.9459, 0.5592)  0.32
H (3.9218, -3.1775, -0.5015)  0.24
H (4.3884, -3.6185, 1.1680)  0.45
H (3.1638, -2.5011, 3.2937)  0.47
H (1.8840, -1.2732, 3.0684)  -0.08
H (3.5675, -0.9224, 2.5332)  0.32
C (-2.7113, -1.6961, -1.5900)  -1.41
C (-1.7638, -0.8905, -2.4244)  0.25
C (-1.9360, -0.3877, -3.6927)  -0.78
C (-0.7242, 0.2689, -4.0417)  -0.93
C (0.1265, 0.1306, -2.9678)  0.58
C (1.5195, 0.6537, -2.7934)  -1.21
N (-0.5013, -0.5825, -1.9697)  1.04
H (-2.7300, -2.7474, -1.8910)  0.17
H (-3.7306, -1.3134, -1.6670)  0.40
H (-2.4344, -1.6670, -0.5320)  0.16
H (-2.8194, -0.4965, -4.3047)  0.33
H (-0.4924, 0.7671, -4.9719)  0.32
H (2.0196, 0.7363, -3.7592)  0.50
H (2.1140, -0.0168, -2.1682)  0.03
H (1.5333, 1.6511, -2.3379)  0.00

Summary:
spin multiplicity = 6
orbital gap (alpha / beta) = 7.0 / 6.9 eV
highest occupied orbital energy (alpha / beta) = -6.72 / -6.71 eV
expectation value of S² = 8.760
LUMO energy (alpha / beta) = 0.2 / 0.2 eV

No. 2
Density functional theory data (ωB97M-V/def2-TZVPD) for a molecular structure, C29H44AsN4O3PtSi3.

Each line ends with the Mulliken charge.
Geometry (Å):
Pt (-0.5404, -0.1712, 0.0357)  3.01
N (-4.3375, -1.3891, 1.5615)  -0.02
C (-3.8908, -2.6899, 1.4672)  -0.87
C (-2.6139, -2.6177, 1.0069)  -0.60
N (-2.2751, -1.2939, 0.8353)  -0.05
C (-3.3388, -0.5833, 1.1555)  0.01
C (-3.2599, 0.8624, 1.0568)  0.22
N (-2.1901, 1.4006, 0.5145)  -0.31
C (-2.3451, 2.7677, 0.6034)  -0.57
C (-3.5468, 3.0406, 1.1760)  -0.87
N (-4.1239, 1.8166, 1.4460)  -0.07
H (-5.2445, -1.1123, 1.8970)  0.17
H (-4.5057, -3.5310, 1.7384)  0.43
H (-1.9110, -3.4152, 0.8370)  0.51
H (-1.5907, 3.4579, 0.2641)  0.54
H (-4.0275, 3.9727, 1.4198)  0.43
H (-5.0171, 1.6841, 1.8887)  0.17
O (-0.0765, 0.2453, 2.4388)  -0.25
C (1.3160, 0.0713, 2.7851)  2.55
C (2.1672, 0.0391, 1.4877)  -0.60
O (3.3694, -0.0931, 1.5751)  -0.67
O (1.5426, 0.1446, 0.3394)  -0.72
C (1.4325, -1.2817, 3.4829)  -0.61
C (0.3277, -2.1160, 3.6092)  -0.09
C (0.4377, -3.3378, 4.2682)  -0.94
C (1.6505, -3.7303, 4.8079)  -0.43
C (2.7568, -2.8980, 4.6806)  -0.94
C (2.6513, -1.6814, 4.0251)  -0.25
C (1.7030, 1.2252, 3.7160)  -0.39
C (0.8423, 1.5007, 4.7831)  -0.11
C (1.1237, 2.5215, 5.6769)  -0.90
C (2.2784, 3.2802, 5.5226)  -0.42
C (3.1380, 3.0090, 4.4708)  -0.97
C (2.8578, 1.9862, 3.5691)  -0.27
H (-0.2356, 1.1935, 2.3708)  0.24
H (-0.6241, -1.8088, 3.1969)  0.37
H (-0.4316, -3.9769, 4.3661)  0.45
H (1.7380, -4.6782, 5.3252)  0.41
H (3.7086, -3.1959, 5.1015)  0.41
H (3.5179, -1.0418, 3.9168)  0.52
H (-0.0433, 0.8905, 4.9222)  0.46
H (0.4514, 2.7153, 6.5034)  0.41
H (2.5090, 4.0709, 6.2258)  0.41
H (4.0419, 3.5929, 4.3461)  0.43
H (3.5448, 1.7743, 2.7620)  0.53
C (-3.3283, -0.0064, -2.8442)  -0.84
Si (-1.8087, 0.8420, -3.5276)  0.54
C (-1.6550, 0.5260, -5.3510)  -1.10
C (-1.8615, 2.6788, -3.2248)  -0.77
As (0.0283, -0.0088, -2.3054)  -0.19
Si (1.9572, 1.3548, -2.7137)  0.37
C (1.8860, 1.7063, -4.5409)  -1.05
C (3.4924, 0.4383, -2.2569)  -0.84
C (1.6748, 2.8818, -1.7002)  -0.79
Si (0.4045, -2.2577, -2.9739)  0.38
C (0.4042, -2.3824, -4.8272)  -1.07
C (-1.0107, -3.2126, -2.2334)  -0.81
C (2.0114, -2.7777, -2.2016)  -0.87
H (-4.2099, 0.6284, -2.9803)  0.43
H (-3.2116, -0.2158, -1.7767)  -0.14
H (-3.5131, -0.9551, -3.3560)  0.38
H (-2.4811, 1.0212, -5.8730)  0.41
H (-1.6985, -0.5393, -5.5846)  0.27
H (-0.7192, 0.9244, -5.7496)  0.28
H (-2.8850, 3.0546, -3.3142)  0.47
H (-1.2401, 3.2096, -3.9516)  0.33
H (-1.4922, 2.9206, -2.2311)  -0.06
H (1.6764, 0.7986, -5.1117)  0.24
H (2.8484, 2.0990, -4.8852)  0.43
H (1.1165, 2.4465, -4.7767)  0.25
H (3.7327, -0.3341, -2.9913)  0.26
H (3.3862, -0.0123, -1.2694)  0.08
H (4.3315, 1.1407, -2.2141)  0.42
H (0.8146, 3.4479, -2.0663)  0.28
H (2.5528, 3.5342, -1.7302)  0.51
H (1.5032, 2.5923, -0.6598)  -0.03
H (-0.6169, -2.4320, -5.2114)  0.30
H (0.9257, -3.2930, -5.1381)  0.40
H (0.9052, -1.5334, -5.2963)  0.28
H (-1.9716, -2.7281, -2.4257)  0.24
H (-0.8701, -3.2723, -1.1512)  -0.14
H (-1.0503, -4.2320, -2.6292)  0.54
H (2.8555, -2.6216, -2.8773)  0.31
H (1.9762, -3.8396, -1.9419)  0.42
H (2.2032, -2.2115, -1.2857)  0.11

Summary:
total charge = +1
spin multiplicity = 3
orbital gap (alpha / beta) = 7.2 / 7.3 eV
highest occupied orbital energy (alpha / beta) = -9.91 / -10.79 eV
expectation value of S² = 2.005
LUMO energy (alpha / beta) = -2.7 / -3.5 eV